Entry 1:
Here is C22H62BrN10O8P5 as an isolated structure in a non-equilibrium geometry from OMol25. Energies are from ωB97M-V/def2-TZVPD.

Geometry as ORCA input:
```
! RIJCOSX wB97M-V def2-TZVPD def2/J DEFGRID3
* xyz 0 1
C 4.00348 -1.74524 -2.33652
C 2.70924 -1.51913 -3.09865
O 1.95941 -2.44989 -3.29048
N 2.48744 -0.18481 -3.57968
C 2.70518 -0.04901 -5.01924
C 1.23311 0.38737 -3.11340
C -0.06466 -0.25986 -3.65003
C -1.22234 0.75443 -3.86255
C -2.40215 0.57059 -2.89758
C -3.64059 -0.11980 -3.50286
N -4.14212 0.53476 -4.68657
C -3.32003 -1.63463 -3.74793
N -3.70855 -2.12155 -5.08797
P -2.30133 -2.33682 -6.06184
N -1.40893 -3.50190 -5.51320
P -4.66238 -3.58273 -4.97919
O -4.25777 -4.30821 -6.38383
Br -3.75834 -4.95414 -3.41770
O -4.63265 0.00820 -2.47756
C -5.95034 -0.33215 -2.88965
P -6.80266 -0.93682 -1.38800
O -8.24817 -0.78786 -1.43275
O -6.32756 -2.46986 -1.19720
O -6.13102 -0.11560 -0.18015
H 3.85326 -1.71568 -1.26034
H 4.75681 -1.02131 -2.64676
H 4.38744 -2.71608 -2.64905
H 3.42646 -0.80362 -5.33470
H 1.79787 -0.13397 -5.62337
H 3.17354 0.92263 -5.19310
H 1.23610 1.43196 -3.44627
H 1.18181 0.43563 -2.02414
H 0.10582 -0.89032 -4.52183
H -0.41453 -0.94123 -2.87077
H -1.53310 0.77827 -4.90787
H -0.80378 1.74385 -3.65938
H -2.13515 0.00272 -2.00209
H -2.72886 1.55212 -2.54734
H -4.18781 1.53626 -4.53005
H -3.54726 0.39663 -5.49125
H -3.82864 -2.18326 -2.95573
H -2.25077 -1.76954 -3.57525
H -2.73303 -2.59278 -7.36898
H -1.59745 -1.11645 -6.10770
H -0.47728 -3.18921 -5.26359
H -3.40494 -4.77201 -6.29239
H -5.99693 -1.09197 -3.67226
H -6.53986 0.51900 -3.23720
H -5.36841 -2.48807 -1.08254
H -5.17786 -0.27770 -0.15456
O 6.18657 -1.54525 1.16446
P 6.27171 -0.94672 2.54622
N 6.67893 -2.34165 3.45399
C 5.79907 -3.26843 4.12796
C 8.00338 -2.88728 3.20115
N 4.63546 -0.39441 2.63225
C 3.65615 -0.79893 3.61524
C 3.97112 -0.16274 1.35537
N 6.70342 0.09128 3.83137
C 6.97897 -0.26237 5.20870
C 6.45915 1.51918 3.63768
H 6.20635 -3.50687 5.11946
H 5.68589 -4.20764 3.57261
H 4.80541 -2.87099 4.30741
H 8.78121 -2.22873 3.61202
H 8.19321 -3.00920 2.12968
H 8.12816 -3.86283 3.66862
H 3.22958 -1.78532 3.39164
H 2.82762 -0.08367 3.63660
H 4.06071 -0.79668 4.62869
H 3.59607 -1.09712 0.91831
H 4.64705 0.29778 0.63940
H 3.12799 0.52360 1.47690
H 6.07796 -0.58577 5.73826
H 7.38550 0.59757 5.74540
H 7.73512 -1.04020 5.29515
H 5.49392 1.81787 4.05808
H 6.46260 1.77345 2.57852
H 7.24346 2.11939 4.10531
O -2.80090 1.86684 0.65280
P -2.50829 2.62379 1.92480
N -2.07308 1.32050 2.95316
C -2.91382 0.54903 3.83992
C -0.82581 0.65190 2.62013
N -4.08504 3.28991 2.13778
C -4.94852 3.07261 3.27771
C -4.90384 3.41367 0.93171
N -1.85617 3.77419 3.00487
C -1.42528 3.56987 4.37262
C -2.04265 5.18260 2.66043
H -2.39977 0.40275 4.79911
H -3.15030 -0.44019 3.42779
H -3.85184 1.03664 4.08183
H 0.03549 1.29617 2.84839
H -0.77873 0.38709 1.55771
H -0.70039 -0.26676 3.19180
H -5.45142 2.09864 3.23415
H -5.72807 3.83930 3.30922
H -4.41621 3.16828 4.22572
H -5.38692 2.46683 0.66192
H -4.30537 3.73979 0.08488
H -5.68219 4.16643 1.08010
H -2.26729 3.37836 5.04390
H -0.90503 4.45655 4.74139
H -0.70926 2.75545 4.46624
H -2.92692 5.59781 3.15282
H -2.16200 5.30677 1.58497
H -1.17187 5.77664 2.94874
*
```

Entry 2:
Here is a 11-piece molecular cluster, C22H63Cl6O22P3 overall in a non-equilibrium geometry from OMol25. Energies are from ωB97M-V/def2-TZVPD.

Geometry as ORCA input:
```
! RIJCOSX wB97M-V def2-TZVPD def2/J DEFGRID3
* xyz 0 1
C 2.07147 -2.47159 -2.74575
O 2.10546 -3.78784 -2.25529
P 1.86620 -4.92764 -3.41488
O 2.89923 -5.00760 -4.47164
O 1.79737 -6.29240 -2.60298
C 2.89300 -6.67922 -1.87174
O 0.31030 -4.67015 -3.87222
C -0.00861 -3.99889 -5.05455
H 1.87443 -1.72741 -1.97408
H 1.29696 -2.25981 -3.48289
H 3.04606 -2.19234 -3.14612
H 3.64804 -5.92808 -1.63978
H 3.32733 -7.56086 -2.34310
H 2.59643 -7.03236 -0.88410
H 0.06639 -4.74642 -5.84429
H 0.74412 -3.25581 -5.31788
H -0.90058 -3.37459 -5.10705
C -3.66199 4.00591 0.85251
O -3.50450 3.64178 2.17686
P -3.52302 4.85917 3.22305
O -4.84156 5.60503 3.26900
O -2.24637 5.76764 2.71740
C -0.92682 5.14654 2.74304
O -3.06696 4.20034 4.68707
C -3.70368 3.03717 5.13994
H -4.37268 3.29524 0.43066
H -2.74400 3.82456 0.29349
H -4.04389 5.00602 0.64747
H -0.58305 4.91548 1.73480
H -0.93782 4.27094 3.39212
H -0.21944 5.80560 3.24638
H -3.82194 3.09469 6.22198
H -3.07277 2.16516 4.96776
H -4.69624 2.82926 4.74032
C -3.98521 3.05095 -6.03344
O -3.71410 4.36114 -5.56762
P -3.15793 4.61178 -4.10065
O -2.62435 5.96306 -3.83252
O -2.16982 3.39809 -3.82204
C -1.50686 3.20552 -2.57355
O -4.33654 4.27942 -2.97888
C -5.42446 5.16656 -2.80351
H -3.80424 2.98991 -7.10658
H -4.99939 2.77089 -5.74864
H -3.36567 2.26335 -5.60453
H -1.72904 2.25736 -2.08395
H -1.68038 4.07629 -1.94129
H -0.41916 3.26422 -2.61294
H -5.48843 6.04040 -3.45189
H -5.36333 5.49936 -1.76736
H -6.37755 4.66921 -2.98339
Cl 5.73644 -0.41454 -1.97384
C 4.58325 0.93003 -2.27884
Cl 3.63569 0.86899 -3.79166
H 3.87284 1.01501 -1.45653
H 5.10955 1.88455 -2.28170
Cl -1.09795 -1.20585 -3.33811
C -0.41926 0.08417 -4.37297
Cl -1.37266 0.23836 -5.91472
H -0.39166 1.06059 -3.88928
H 0.60903 -0.17157 -4.62852
Cl -1.30120 1.50629 0.54745
C -0.31261 0.23533 -0.15727
Cl 0.93727 0.94401 -1.19363
H 0.19949 -0.28352 0.65306
H -0.92791 -0.45269 -0.73706
O 1.58356 -3.05718 0.75485
C 2.19047 -4.19285 1.29998
C 1.62997 -4.51671 2.68618
O 2.17410 -3.59726 3.61134
H 0.64859 -3.16304 0.94519
H 2.11579 -5.02521 0.60019
H 3.25580 -3.97565 1.37733
H 1.94431 -5.54486 2.86560
H 0.54592 -4.52025 2.79992
H 1.66707 -2.79653 3.45856
O 0.89273 -1.15382 3.62772
C -0.09739 -1.00186 4.63687
C -1.45552 -0.79101 3.98494
O -2.37179 -0.71475 4.98372
H 1.14067 -0.28646 3.29937
H -0.10511 -1.85184 5.31920
H 0.09234 -0.15825 5.30050
H -1.75075 -1.56807 3.27987
H -1.38366 0.16392 3.46434
H -1.96938 -0.35692 5.77846
O 5.22359 1.05524 2.43736
C 4.65104 0.03689 3.13072
C 4.33734 -1.06138 2.06144
O 3.32061 -0.59947 1.17571
H 4.59267 1.63987 2.01103
H 5.30368 -0.46359 3.84604
H 3.76540 0.31200 3.70350
H 4.01010 -1.99811 2.51261
H 5.21859 -1.27078 1.45510
H 2.76765 -1.30651 0.83522
O -1.94166 -5.92736 0.27354
C -1.16275 -5.18064 -0.65320
C -1.59316 -3.70046 -0.58145
O -1.18670 -3.25429 0.68150
H -2.61238 -6.37614 -0.24641
H -0.11259 -5.38963 -0.44925
H -1.40801 -5.44032 -1.68302
H -2.66751 -3.51892 -0.61135
H -1.17230 -2.99112 -1.29407
H -1.76864 -3.60721 1.35855
O 1.50937 1.13665 2.28142
C 1.90177 2.34881 2.87677
C 2.31418 3.35495 1.80889
O 3.54388 3.07627 1.16834
H 2.23555 0.79629 1.75376
H 1.11279 2.78383 3.49027
H 2.73742 2.18927 3.55817
H 2.43411 4.37745 2.16694
H 1.52506 3.49786 1.07066
H 3.99243 3.92497 1.15796
*
```

Entry 3:
Here is a 7-piece molecular cluster, C22H63N5O7 overall in a non-equilibrium geometry from OMol25. Energies are from ωB97M-V/def2-TZVPD.

Geometry as ORCA input:
```
! RIJCOSX wB97M-V def2-TZVPD def2/J DEFGRID3
* xyz 0 1
C -7.41549 7.92439 15.72640
O -8.08126 8.87327 16.53638
C -7.20667 9.79256 17.08735
C -6.41458 9.41557 18.36160
C -7.16258 9.61981 19.62830
N -5.11998 10.12240 18.39300
H -6.75654 7.34552 16.37354
H -6.81632 8.40228 14.95134
H -8.11058 7.18216 15.33390
H -6.69851 10.40613 16.34345
H -7.94764 10.53468 17.38455
H -6.20481 8.34605 18.34624
H -6.62487 9.09291 20.41655
H -8.20818 9.31301 19.60203
H -7.10122 10.65698 19.95789
H -5.35555 11.10444 18.40707
H -4.67125 10.10445 17.48834
C -0.43170 8.78140 8.90530
O 0.33215 8.11442 7.90278
C -0.05062 6.81149 7.52486
C 0.59676 6.53949 6.16503
C 0.30344 5.13865 5.54272
N 2.00914 6.67131 6.43217
H -1.39205 8.69745 8.39657
H -0.29699 9.86279 8.88137
H -0.42440 8.43379 9.93835
H 0.11457 5.98588 8.21709
H -1.13501 6.74082 7.44004
H 0.31889 7.25803 5.39393
H -0.75231 4.97874 5.32386
H 0.83258 4.35650 6.08710
H 0.75231 5.01164 4.55760
H 1.99689 7.47342 7.04580
H 2.65251 6.82262 5.66844
C -7.42089 19.79508 14.07673
O -7.60672 19.04537 15.30069
C -6.62399 18.05677 15.51934
C -6.54519 16.94581 14.46875
C -7.82729 16.07190 14.61702
N -5.40586 15.99545 14.69929
H -8.08602 19.50986 13.26164
H -6.34947 19.70683 13.89685
H -7.75033 20.78280 14.39920
H -5.70940 18.61572 15.71732
H -6.80786 17.53854 16.46048
H -6.37405 17.41439 13.49960
H -7.96715 15.50446 13.69694
H -8.72347 16.66090 14.81206
H -7.88956 15.46642 15.52125
H -5.52975 15.55316 13.79977
H -5.70372 15.31406 15.38271
C 1.85237 7.46629 14.48792
O 0.50769 7.14536 13.98071
C 0.36286 5.74583 13.41748
C -1.00402 5.19268 13.65623
C -1.22587 4.93800 15.14065
N -1.13220 3.94057 12.86109
H 2.66592 6.90517 14.02818
H 1.73114 7.17365 15.53088
H 2.04702 8.53638 14.55950
H 0.54499 5.86289 12.34920
H 1.06131 4.98352 13.76266
H -1.75313 5.82081 13.17417
H -1.08983 5.85321 15.71681
H -0.75847 4.13774 15.71443
H -2.28202 4.67065 15.10645
H -1.66809 3.29612 13.42464
H -0.20582 3.53930 12.89114
C -5.06048 12.66049 10.48832
O -4.30950 13.65942 10.99814
C -3.57149 14.47393 9.96916
C -3.14309 15.83031 10.64080
C -2.60229 17.02263 9.65596
N -2.22516 15.62217 11.74966
H -5.53965 12.25909 11.38129
H -4.50233 11.89170 9.95397
H -5.74631 13.07949 9.75199
H -2.61145 14.08151 9.63388
H -4.14777 14.63900 9.05878
H -3.96543 16.20386 11.25096
H -1.58112 16.92367 9.28783
H -2.50218 17.88769 10.31152
H -3.42004 17.34567 9.01172
H -2.15080 16.50357 12.23721
H -2.70223 15.12125 12.48558
C -1.80623 11.25786 14.51318
O -2.07154 9.89985 14.83848
H -2.61724 11.87844 14.89427
H -0.87973 11.52398 15.02198
H -1.84734 11.38839 13.43181
H -1.28366 9.36921 14.69967
C 3.25226 13.26456 16.58760
O 3.27017 14.22525 17.56264
H 2.21444 13.00100 16.38372
H 3.70807 13.51301 15.62915
H 3.57231 12.34058 17.06919
H 2.60973 13.93820 18.19748
*
```

For the relative energy (zero: lowest compared OMol25 entry of this formula, charge and spin), the calculation gives 5.0686 eV.

Entry 4:
Here is C22H64N10O8P3S2 as an isolated structure in a non-equilibrium geometry from OMol25. Energies are from ωB97M-V/def2-TZVPD.

Geometry as ORCA input:
```
! RIJCOSX wB97M-V def2-TZVPD def2/J DEFGRID3
* xyz -1 1
C 0.16462 -1.56404 -5.03680
C 1.37680 -1.11718 -4.19850
C 1.87889 -2.28042 -3.30611
C 2.14461 -1.80215 -1.87341
O 0.86249 -1.69500 -1.22826
S 0.83663 -2.09991 0.32021
O 1.31152 -0.99153 1.11187
O -0.54650 -2.37660 0.60471
N 1.65919 -3.46133 0.52187
S 3.03276 -3.31621 1.33484
O 3.88203 -2.21396 0.96080
O 3.74028 -4.56580 1.18367
H -0.74085 -1.52328 -4.43454
H 0.02533 -0.92155 -5.90542
H 0.34893 -2.58296 -5.38120
H 2.18172 -0.77070 -4.84772
H 1.05723 -0.32751 -3.51799
H 1.05256 -2.98742 -3.20533
H 2.74474 -2.80054 -3.71385
H 2.80326 -2.52351 -1.39733
H 2.63804 -0.82904 -1.89038
H 2.70529 -3.25189 2.64867
O 7.06814 -0.87515 6.67852
P 5.56984 -0.92903 6.76488
N 5.37471 -2.01619 8.08268
C 4.15690 -2.74296 8.37641
C 6.00205 -1.59101 9.32739
N 5.24457 -1.73520 5.26965
C 5.07830 -3.17818 5.23130
C 6.09556 -1.29823 4.16350
N 3.93521 -0.29948 6.83823
C 3.17715 -0.04957 5.60156
C 3.90403 0.95139 7.63523
H 3.39605 -2.12165 8.87034
H 4.39205 -3.57426 9.04685
H 3.70728 -3.17942 7.49076
H 5.37857 -0.86934 9.87719
H 6.96757 -1.12535 9.13449
H 6.18147 -2.45004 9.97857
H 5.87426 -3.71302 5.76611
H 5.07117 -3.52961 4.19814
H 4.10597 -3.47046 5.63468
H 7.07961 -1.77999 4.18108
H 6.25127 -0.21839 4.19751
H 5.60954 -1.52655 3.21208
H 3.71067 0.58669 4.89229
H 2.23643 0.44298 5.86117
H 2.91100 -0.97893 5.11040
H 4.40382 1.77735 7.12043
H 4.40320 0.80424 8.59746
H 2.87597 1.24437 7.84881
O -2.16685 -0.14636 -6.99159
P -3.10266 0.67492 -7.82372
N -4.31799 -0.48025 -8.17934
C -5.27323 -0.36677 -9.26226
C -4.97061 -1.06282 -7.00956
N -2.07797 0.89176 -9.21217
C -2.18798 -0.00412 -10.35102
C -0.67548 1.11078 -8.87346
N -4.07286 2.07169 -8.24966
C -3.48140 3.18915 -8.99725
C -4.70760 2.63778 -7.03314
H -6.09850 0.32271 -9.03463
H -5.70793 -1.35063 -9.45603
H -4.81616 -0.04373 -10.19191
H -5.75901 -0.40759 -6.61128
H -4.24953 -1.24634 -6.21449
H -5.42244 -2.02372 -7.26341
H -2.19495 -1.06127 -10.05666
H -1.34868 0.15284 -11.03066
H -3.07914 0.21447 -10.94261
H -0.14739 0.17602 -8.65508
H -0.58245 1.75664 -7.99931
H -0.16932 1.61223 -9.70301
H -2.57521 3.58403 -8.53128
H -4.21371 3.99854 -9.05888
H -3.25775 2.89963 -10.01852
H -3.97526 3.10633 -6.36925
H -5.21776 1.85308 -6.46848
H -5.45998 3.37882 -7.30288
O -1.67270 4.09116 3.25117
P -2.27222 2.73731 2.99401
N -3.76173 2.89415 3.84390
C -4.58358 1.78237 4.27395
C -4.61434 3.98546 3.39223
N -1.15746 1.78310 3.92106
C -1.46163 1.42849 5.29383
C 0.22655 2.22437 3.80513
N -2.76976 1.35159 2.05623
C -1.83918 0.22860 1.82003
C -3.26835 1.79214 0.73029
H -5.17754 1.34801 3.45735
H -5.28063 2.13113 5.04172
H -4.00365 0.98351 4.72418
H -5.19425 3.71138 2.49770
H -4.02028 4.86652 3.15288
H -5.31775 4.27312 4.17802
H -1.79225 2.29045 5.89058
H -0.57785 1.00320 5.77341
H -2.21701 0.64148 5.34155
H 0.44973 3.07736 4.45926
H 0.45588 2.51957 2.78118
H 0.89715 1.40085 4.05919
H -0.88433 0.54939 1.40356
H -2.28642 -0.48322 1.12511
H -1.65728 -0.32933 2.73121
H -2.46249 2.17383 0.09741
H -4.01248 2.58730 0.84438
H -3.75633 0.96641 0.21352
*
```

For the relative energy (zero: lowest compared OMol25 entry of this formula, charge and spin), the calculation gives 0.0000 eV.

Number 1: E -171586.999 eV, molecular weight 829.574 g mol⁻¹, Kohn-Sham gap 8.477 eV. Number 2: E -171885.024 eV, molecular weight 985.364 g mol⁻¹, Kohn-Sham gap 9.908 eV. Number 3: E -45610.261 eV, molecular weight 509.774 g mol⁻¹, Kohn-Sham gap 9.194 eV. Number 4: E -104668.790 eV, molecular weight 753.872 g mol⁻¹, Kohn-Sham gap 7.797 eV.